Computed, not measured: 10 unconnected molecules or ions with the total composition H20O10 in a non-equilibrium geometry, with ωB97M-V/def2-TZVPD.

Each line ends with the Löwdin charge.
Geometry (Å):
1 H -2.90 -1.17 -2.29  0.030
2 H 1.36 4.37 -1.27  0.038
3 H -0.05 -0.71 -0.93  -0.005
4 O -0.06 1.33 -2.36  -0.024
5 O 1.32 3.72 -0.57  -0.012
6 O -2.06 3.76 1.76  -0.116
7 O -1.81 -2.59 1.26  -0.050
8 H -0.39 0.53 -1.93  -0.009
9 O 4.16 -2.49 -1.40  -0.071
10 H 1.69 -1.79 1.57  0.068
11 O 1.42 -1.97 2.55  -0.108
12 O 0.23 -0.15 -0.23  -0.043
13 O -2.11 -0.97 -1.81  -0.045
14 H -1.68 4.40 2.49  0.093
15 H 2.81 1.12 0.32  0.072
16 H 1.74 -1.26 3.11  0.017
17 H 0.82 0.46 -0.72  0.029
18 O 3.02 0.79 1.27  -0.085
19 H -4.19 -1.90 -1.05  0.007
20 H 1.61 2.98 -1.01  -0.040
21 H -5.07 -1.36 0.17  0.088
22 H 3.63 -2.58 -2.16  -0.013
23 H 3.71 -2.97 -0.63  0.085
24 H -1.29 3.21 1.55  0.019
25 H 0.49 1.04 -3.04  0.013
26 H -2.35 -0.54 -0.98  0.038
27 H 3.89 1.06 1.56  0.030
28 H -2.01 -1.83 1.85  0.065
29 O -4.17 -1.40 -0.26  -0.057
30 H -1.34 -3.23 1.74  -0.012

Values from the calculation:
max |F|	3.685	eV/A
ΔE to the lowest compared entry with this formula, charge and spin	108.2	kcal per mole
total energy	-764.3094	a.u.
molar mass	180.15	u
SMILES	O.O.O.O.O.O.O.O.O.O
highest occupied orbital energy	-10.72	eV